{"formula": "C86H189N11O12", "method": "ωB97M-V with the def2-TZVPD basis set", "energy_ev": -133192.4981, "e_homo_ev": -7.67, "multiplicity": 1, "orbital_gap_ev": 8.143, "symbols": ["C", "C", "C", "C", "C", "C", "C", "C", "C", "N", "O", "H", "H", "H", "H", "H", "H", "H", "H", "H", "H", "H", "H", "H", "H", "H", "H", "H", "H", "H", "C", "C", "C", "C", "C", "C", "C", "C", "C", "N", "O", "H", "H", "H", "H", "H", "H", "H", "H", "H", "H", "H", "H", "H", "H", "H", "H", "H", "H", "H", "C", "C", "C", "C", "C", "C", "C", "C", "C", "N", "O", "H", "H", "H", "H", "H", "H", "H", "H", "H", "H", "H", "H", "H", "H", "H", "H", "H", "H", "H", "C", "C", "C", "C", "C", "C", "C", "C", "C", "N", "O", "H", "H", "H", "H", "H", "H", "H", "H", "H", "H", "H", "H", "H", "H", "H", "H", "H", "H", "H", "C", "C", "C", "C", "C", "C", "C", "C", "C", "N", "O", "H", "H", "H", "H", "H", "H", "H", "H", "H", "H", "H", "H", "H", "H", "H", "H", "H", "H", "H", "C", "C", "C", "C", "C", "C", "C", "C", "C", "N", "O", "H", "H", "H", "H", "H", "H", "H", "H", "H", "H", "H", "H", "H", "H", "H", "H", "H", "H", "H", "C", "C", "C", "C", "C", "C", "C", "C", "C", "N", "O", "H", "H", "H", "H", "H", "H", "H", "H", "H", "H", "H", "H", "H", "H", "H", "H", "H", "H", "H", "C", "C", "C", "C", "C", "C", "C", "C", "C", "N", "O", "H", "H", "H", "H", "H", "H", "H", "H", "H", "H", "H", "H", "H", "H", "H", "H", "H", "H", "H", "C", "O", "C", "C", "C", "N", "H", "H", "H", "H", "H", "H", "H", "H", "H", "H", "H", "C", "O", "C", "C", "C", "N", "H", "H", "H", "H", "H", "H", "H", "H", "H", "H", "H", "C", "O", "C", "C", "N", "C", "C", "O", "C", "H", "H", "H", "H", "H", "H", "H", "H", "H", "H", "H", "H", "H", "H", "H"], "coordinates": [[4.168, -6.042, -0.708], [4.354, -4.513, -0.902], [3.075, -3.778, -0.613], [5.346, -4.178, 0.211], [6.038, -2.790, 0.004], [6.734, -2.805, -1.367], [5.814, -3.095, -2.504], [4.940, -1.834, -2.785], [6.825, -3.536, -3.603], [4.902, -4.267, -2.226], [4.033, -4.604, -3.291], [5.060, -6.644, -0.886], [3.764, -6.141, 0.300], [3.441, -6.541, -1.348], [3.298, -2.803, -0.179], [2.554, -3.604, -1.554], [2.533, -4.371, 0.124], [4.924, -4.088, 1.211], [6.116, -4.939, 0.343], [5.262, -2.030, 0.092], [6.758, -2.502, 0.770], [7.564, -3.512, -1.342], [7.260, -1.868, -1.550], [4.230, -1.984, -3.597], [5.648, -1.031, -2.989], [4.323, -1.475, -1.961], [7.307, -4.475, -3.332], [7.547, -2.801, -3.957], [6.256, -3.822, -4.488], [4.585, -5.192, -3.813], [-3.995, 1.366, -5.644], [-5.057, 0.244, -5.135], [-4.737, -1.070, -5.783], [-4.786, 0.050, -3.645], [-5.217, 1.248, -2.755], [-6.759, 1.263, -2.961], [-7.198, 1.548, -4.450], [-8.726, 1.259, -4.553], [-7.029, 3.080, -4.743], [-6.468, 0.598, -5.384], [-6.804, 0.781, -6.711], [-4.084, 2.285, -5.065], [-2.948, 1.085, -5.530], [-4.290, 1.652, -6.654], [-5.092, -1.962, -5.267], [-5.219, -1.206, -6.751], [-3.678, -1.236, -5.983], [-5.329, -0.798, -3.229], [-3.743, -0.183, -3.429], [-5.007, 0.959, -1.725], [-4.635, 2.167, -2.819], [-7.261, 1.982, -2.313], [-7.304, 0.368, -2.660], [-8.945, 0.192, -4.580], [-9.173, 1.636, -5.473], [-9.350, 1.637, -3.744], [-7.884, 3.716, -4.516], [-6.689, 3.192, -5.772], [-6.253, 3.482, -4.092], [-7.270, -0.045, -6.865], [-5.524, 3.320, 0.766], [-5.334, 4.827, 0.526], [-5.509, 5.049, -1.015], [-6.393, 5.605, 1.290], [-6.247, 5.629, 2.855], [-4.824, 6.276, 3.175], [-3.639, 5.527, 2.421], [-2.441, 6.544, 2.504], [-3.392, 4.185, 3.189], [-4.031, 5.386, 0.996], [-3.029, 4.845, 0.247], [-4.701, 2.779, 0.298], [-5.434, 3.120, 1.833], [-6.546, 3.065, 0.486], [-6.480, 4.729, -1.391], [-5.451, 6.064, -1.406], [-4.822, 4.440, -1.603], [-6.491, 6.633, 0.940], [-7.345, 5.192, 0.956], [-7.152, 6.082, 3.261], [-6.221, 4.607, 3.233], [-4.739, 6.047, 4.237], [-4.882, 7.301, 2.806], [-2.674, 7.551, 2.159], [-1.549, 6.253, 1.948], [-2.240, 6.530, 3.575], [-4.309, 3.852, 3.676], [-2.573, 4.074, 3.899], [-3.190, 3.392, 2.470], [-2.761, 5.616, -0.259], [-0.821, -4.825, -5.214], [-0.830, -5.385, -3.738], [0.641, -5.413, -3.365], [-1.711, -4.361, -2.888], [-2.006, -4.866, -1.491], [-2.738, -6.230, -1.591], [-1.994, -7.286, -2.449], [-0.849, -7.956, -1.567], [-3.068, -8.303, -2.792], [-1.483, -6.729, -3.699], [-0.812, -7.658, -4.463], [-0.344, -3.847, -5.162], [-0.244, -5.465, -5.882], [-1.823, -4.689, -5.621], [0.767, -5.863, -2.380], [1.249, -6.052, -4.005], [1.006, -4.386, -3.337], [-1.204, -3.409, -2.729], [-2.675, -4.356, -3.396], [-1.092, -4.962, -0.906], [-2.638, -4.238, -0.863], [-3.769, -6.103, -1.920], [-2.834, -6.644, -0.587], [-0.030, -7.298, -1.277], [-0.406, -8.772, -2.139], [-1.194, -8.395, -0.631], [-3.478, -8.699, -1.862], [-2.752, -9.108, -3.455], [-3.822, -7.906, -3.472], [-1.434, -7.840, -5.171], [4.471, 1.536, 6.447], [4.545, 0.448, 5.393], [3.595, -0.670, 5.765], [4.092, 1.020, 4.043], [4.387, 0.201, 2.871], [5.937, 0.002, 2.894], [6.499, -0.781, 4.128], [6.109, -2.323, 4.074], [8.049, -0.650, 4.224], [5.976, -0.055, 5.301], [6.405, -0.492, 6.513], [3.596, 2.109, 6.140], [4.243, 0.969, 7.350], [5.348, 2.172, 6.559], [2.561, -0.421, 6.003], [3.618, -1.351, 4.914], [4.097, -1.253, 6.536], [3.015, 1.189, 4.056], [4.541, 2.005, 3.922], [3.769, -0.688, 2.749], [4.203, 0.751, 1.948], [6.339, 1.013, 2.836], [6.271, -0.582, 2.036], [6.646, -2.874, 3.303], [5.053, -2.427, 3.826], [6.253, -2.929, 4.969], [8.412, -1.273, 5.040], [8.399, 0.378, 4.322], [8.486, -0.922, 3.263], [6.893, 0.252, 6.874], [-1.518, -2.297, 1.378], [-0.755, -1.201, 0.622], [0.476, -1.838, -0.015], [-1.752, -0.705, -0.399], [-1.339, 0.599, -1.099], [-1.124, 1.656, -0.029], [-0.080, 1.328, 1.023], [1.321, 1.438, 0.439], [-0.258, 2.320, 2.182], [-0.354, -0.065, 1.473], [0.351, -0.350, 2.674], [-2.455, -1.874, 1.741], [-1.695, -3.185, 0.771], [-1.097, -2.758, 2.271], [0.192, -2.581, -0.760], [1.187, -1.154, -0.479], [1.107, -2.362, 0.702], [-1.819, -1.431, -1.209], [-2.756, -0.607, 0.014], [-0.372, 0.392, -1.558], [-2.066, 0.890, -1.856], [-2.142, 1.832, 0.318], [-0.895, 2.552, -0.608], [2.040, 0.885, 1.044], [1.623, 2.484, 0.388], [1.496, 1.067, -0.570], [0.600, 2.408, 2.848], [-1.129, 2.161, 2.817], [-0.356, 3.365, 1.887], [-0.366, -0.644, 3.242], [0.162, -6.705, 4.779], [0.939, -6.315, 3.500], [0.286, -6.894, 2.276], [0.836, -4.752, 3.185], [1.642, -3.853, 4.117], [3.089, -4.278, 3.991], [3.332, -5.776, 4.267], [4.739, -6.095, 3.640], [3.337, -5.965, 5.788], [2.391, -6.597, 3.471], [2.638, -7.942, 3.590], [-0.922, -6.670, 4.675], [0.402, -7.706, 5.138], [0.299, -5.971, 5.574], [-0.765, -6.607, 2.234], [0.634, -6.482, 1.329], [0.282, -7.984, 2.270], [0.793, -4.438, 2.142], [-0.194, -4.556, 3.484], [1.623, -2.784, 3.905], [1.298, -3.994, 5.142], [3.578, -3.622, 4.712], [3.413, -3.883, 3.028], [5.457, -5.299, 3.838], [4.526, -6.145, 2.572], [5.170, -6.972, 4.121], [4.254, -5.687, 6.308], [3.183, -7.027, 5.976], [2.475, -5.522, 6.286], [2.968, -8.199, 2.726], [1.954, 1.719, -3.283], [1.265, 1.225, -4.613], [1.231, -0.336, -4.703], [-0.193, 1.706, -4.613], [-0.393, 3.152, -4.910], [0.205, 3.416, -6.228], [1.716, 3.167, -6.345], [2.051, 3.269, -7.810], [2.667, 4.150, -5.477], [1.879, 1.710, -5.883], [3.173, 1.247, -6.067], [3.014, 1.891, -3.468], [1.492, 2.602, -2.842], [1.900, 0.957, -2.505], [0.749, -0.804, -3.845], [0.854, -0.648, -5.677], [2.260, -0.687, -4.779], [-0.770, 1.102, -5.312], [-0.631, 1.424, -3.655], [-1.478, 3.250, -4.930], [-0.062, 3.739, -4.053], [0.011, 4.481, -6.352], [-0.353, 2.940, -7.035], [1.427, 2.552, -8.343], [2.999, 2.827, -8.115], [2.014, 4.286, -8.200], [3.717, 3.890, -5.610], [2.477, 4.095, -4.405], [2.396, 5.174, -5.733], [3.113, 0.754, -6.888], [0.445, 5.772, -1.640], [-0.848, 6.005, -2.156], [-1.033, 6.852, -3.271], [-2.464, 6.860, -3.797], [-2.862, 5.462, -4.340], [-2.599, 7.803, -4.912], [0.845, 6.687, -1.203], [1.056, 5.555, -2.516], [0.417, 4.916, -0.966], [-0.654, 7.856, -3.078], [-0.347, 6.402, -3.988], [-3.107, 7.112, -2.954], [-2.709, 4.823, -3.470], [-2.298, 5.139, -5.216], [-3.893, 5.402, -4.688], [-3.578, 7.877, -5.152], [-2.186, 7.500, -5.782], [0.899, 6.930, 4.784], [1.759, 5.831, 4.644], [1.690, 5.296, 3.304], [2.329, 6.155, 2.225], [2.776, 5.329, 1.030], [3.533, 6.695, 2.745], [0.877, 7.728, 4.042], [1.196, 7.354, 5.743], [-0.142, 6.621, 4.883], [2.212, 4.339, 3.309], [0.680, 4.956, 3.073], [1.724, 7.001, 1.899], [3.408, 5.849, 0.311], [1.899, 4.883, 0.560], [3.360, 4.477, 1.378], [3.644, 7.604, 2.319], [3.356, 6.934, 3.710], [-5.031, -1.459, 2.570], [-4.143, -1.199, 3.646], [-3.791, 0.197, 3.833], [-2.860, 0.412, 5.059], [-1.726, -0.500, 5.027], [-0.793, -0.352, 6.122], [0.017, 1.013, 6.204], [-0.715, 2.144, 6.670], [-0.126, 3.410, 6.369], [-6.070, -1.154, 2.692], [-5.099, -2.526, 2.361], [-4.754, -0.967, 1.638], [-4.699, 0.749, 4.076], [-3.322, 0.682, 2.977], [-3.505, 0.322, 5.933], [-2.508, 1.439, 5.158], [-2.221, -1.379, 5.061], [-0.099, -1.171, 5.936], [-1.239, -0.545, 7.098], [0.452, 1.087, 5.207], [0.891, 0.822, 6.827], [-0.158, 3.717, 5.324], [0.917, 3.354, 6.681], [-0.642, 4.198, 6.918]], "atomic_forces_ev_per_a": [[-0.939, -0.106, -0.353], [0.417, -1.492, 0.214], [-0.149, 0.324, -0.186], [1.887, 1.800, 0.450], [-0.116, -0.674, -0.643], [0.101, 0.357, 1.992], [-1.218, -0.380, -0.529], [0.806, -0.156, -0.533], [-1.701, -0.332, -1.260], [2.668, 0.149, 0.524], [0.020, 0.679, 0.467], [0.370, 0.427, 0.423], [0.311, -0.437, 0.224], [-0.404, 0.512, -0.313], [-0.129, 0.083, 0.037], [-0.487, -0.234, 0.249], [-0.528, 0.245, -0.152], [-0.861, -0.405, -0.174], [0.130, -0.140, -0.415], [-0.050, 0.235, -0.366], [0.053, -0.506, 0.235], [-0.189, -0.443, 0.184], [-0.272, 0.312, -0.168], [0.320, -0.028, -0.275], [-0.239, 0.276, -0.441], [0.237, -0.454, 0.441], [0.193, 0.263, 0.470], [-0.037, 0.183, 0.475], [-0.097, 0.173, -0.383], [-0.132, -0.254, -0.116], [-1.648, -0.293, 0.373], [1.635, 1.518, 0.017], [-0.136, -1.292, -1.438], [-0.040, 1.051, 1.211], [-1.054, -1.857, 0.163], [-0.186, 1.117, -0.773], [-0.657, 0.371, 0.462], [0.003, -0.706, -0.519], [1.159, -0.660, 0.075], [-0.030, 0.251, 3.318], [0.083, 0.142, -0.548], [-0.301, 0.016, 0.251], [-0.161, -0.448, -0.366], [0.457, -0.222, -0.231], [-0.070, 0.221, 0.664], [0.044, 0.471, -0.305], [0.117, 0.266, 0.241], [-0.239, -0.181, -0.314], [0.287, 0.017, -0.597], [-0.164, -0.200, 0.245], [-0.454, 0.247, -0.820], [0.106, 0.624, -0.213], [0.823, -0.687, 0.020], [0.325, -0.271, 0.102], [0.259, 0.265, -0.117], [0.460, 0.403, 0.244], [-0.355, -0.444, -0.283], [-0.274, 0.294, -0.069], [0.365, -0.014, -0.090], [-0.230, 0.069, -0.593], [0.512, 0.663, 0.888], [0.185, 0.634, 0.173], [0.089, -0.097, -0.072], [-1.008, 0.037, 0.560], [1.443, -0.463, -2.069], [-1.713, -1.706, -1.036], [-0.925, 0.967, 0.355], [-0.462, -1.214, 0.278], [-0.076, -0.569, -1.088], [-1.973, 0.741, 0.677], [1.660, -0.597, -0.724], [-0.412, -0.283, -0.401], [-0.099, -0.089, 0.053], [0.277, -0.438, -0.428], [-0.354, -0.259, 0.567], [0.391, 0.325, 0.549], [0.337, 0.006, 0.229], [0.564, 0.240, -0.059], [-0.317, -0.301, 0.386], [0.457, 0.470, 0.320], [-0.177, -0.115, 0.014], [0.635, 1.066, 0.158], [0.303, 0.188, 0.710], [-0.450, -0.097, 0.121], [0.009, -0.439, 0.120], [0.467, 0.472, -0.007], [0.007, 0.159, 0.221], [0.059, 0.771, 0.140], [0.130, 0.018, -0.279], [0.633, -0.232, -0.519], [-0.361, -0.352, 0.925], [-0.376, 0.454, -0.991], [-0.060, -0.274, 1.195], [0.527, -1.544, 0.318], [-0.448, -1.545, 0.315], [1.031, 0.505, 0.211], [0.609, -0.236, 1.064], [-0.370, -0.105, -0.625], [0.127, -0.747, -0.768], [-1.370, 2.530, 0.576], [0.693, -0.704, -0.335], [0.047, 0.040, -0.151], [0.009, -0.019, 0.087], [-0.110, -0.098, 0.059], [0.107, 0.328, 0.226], [-0.160, 0.288, -0.369], [0.342, -0.129, -0.086], [-0.094, 0.231, -0.935], [0.067, 0.791, -0.277], [0.290, -0.225, -0.031], [-0.104, 0.510, -0.440], [0.059, 0.217, -0.424], [0.055, -0.170, 0.076], [-0.205, 0.284, -0.209], [0.055, 0.012, -0.096], [-0.474, 0.035, -0.052], [-0.266, -0.150, -0.239], [0.746, -0.477, 0.586], [-0.405, 0.761, 0.636], [0.088, -0.135, -0.225], [-0.583, -0.720, 0.027], [0.792, -0.327, -0.890], [0.906, -1.342, -0.404], [-0.648, 1.090, 0.924], [1.987, -0.693, -1.437], [-0.422, -1.550, 0.111], [0.001, 0.062, 0.846], [-0.307, 0.726, -0.445], [-0.646, -0.041, -0.803], [-1.805, 1.921, -2.130], [0.472, -1.110, 1.458], [0.001, 0.403, 0.511], [0.143, 0.701, 0.513], [-0.051, -0.073, -0.171], [0.205, 0.245, 0.092], [-0.550, -0.091, -0.103], [-0.441, 0.056, 0.525], [-0.256, 0.102, 0.488], [0.185, 0.161, -0.068], [0.229, -0.357, 0.392], [-0.193, 0.246, -0.025], [0.396, -0.122, 0.152], [0.026, 0.199, -0.290], [0.224, 0.282, -0.278], [0.054, 0.112, -0.077], [0.213, 0.585, 0.436], [0.184, 0.074, -0.184], [-0.396, 0.166, 0.496], [0.072, -0.650, 0.025], [0.205, 0.003, 0.160], [-0.316, -0.043, 1.052], [1.174, -0.147, 0.590], [0.594, -0.446, -0.378], [-0.085, 0.653, -1.669], [0.846, -1.080, 1.214], [-1.062, 0.413, -1.737], [-0.680, -1.029, -0.165], [0.862, 0.371, -0.116], [0.346, 0.501, 0.732], [-1.572, 1.075, 0.845], [0.410, -0.553, -1.107], [-0.198, -0.152, -0.177], [-0.195, 0.356, -0.486], [0.794, 0.506, 0.107], [-0.042, -0.104, -0.144], [-0.343, 0.341, -0.218], [-0.308, -0.038, 0.393], [-0.143, -0.524, 0.153], [0.017, 0.097, 0.279], [0.013, 0.062, -0.521], [0.051, 0.120, 0.040], [0.109, 0.202, 0.957], [0.463, 0.507, 0.459], [-0.029, 0.170, 0.348], [0.139, 0.162, 0.182], [-0.642, -0.176, 0.003], [0.240, -0.679, 0.082], [-0.089, -0.544, -0.157], [-0.196, -0.008, -0.908], [-0.374, 0.135, 0.790], [0.040, 0.424, 0.185], [0.698, 2.146, -0.881], [-0.914, -0.853, -0.588], [-1.951, 0.179, 2.012], [0.463, -0.954, -0.527], [-0.585, 0.799, 0.444], [1.454, 1.014, -0.522], [-0.827, 0.322, 1.044], [-0.758, -1.346, 0.078], [-0.988, 2.004, -0.163], [0.265, -1.406, 0.631], [-0.066, -0.132, -0.667], [0.260, 0.071, -0.042], [0.556, -0.131, 0.173], [-0.243, 0.023, 0.430], [0.724, -0.259, 0.089], [0.213, -0.084, -0.149], [0.891, -0.463, -0.181], [-0.529, 0.030, -0.108], [-0.554, 0.031, -0.262], [-0.086, 0.036, 0.113], [0.735, -0.595, 0.269], [0.289, -0.651, -0.414], [-0.158, 0.273, -0.020], [0.577, -0.406, -0.009], [-0.116, -0.378, -0.587], [0.035, 0.285, -0.336], [0.250, -0.273, 0.073], [0.100, 0.442, -0.099], [0.089, -0.133, -0.100], [0.159, -0.683, -0.730], [-0.185, -0.009, 0.067], [1.316, 0.889, -0.345], [0.096, -1.371, 0.630], [-1.039, -1.505, 1.161], [0.475, 2.352, -0.191], [0.914, -0.917, 2.102], [0.639, -1.193, -0.696], [-1.690, -0.820, -0.436], [-1.824, 1.087, -0.625], [0.952, 0.048, 0.285], [0.024, 0.140, 0.061], [0.015, 0.192, -0.278], [-0.073, -0.222, -0.170], [-0.180, 0.051, -0.146], [-0.737, 0.099, 0.186], [0.186, -0.094, 0.542], [0.157, 0.003, -0.449], [0.098, 0.087, 0.292], [0.013, 0.441, -0.169], [0.370, 0.438, -0.270], [0.360, 0.430, -0.687], [0.186, -0.400, 0.112], [-0.800, 0.528, -0.212], [0.664, 0.499, 0.634], [-0.297, -0.118, 0.027], [-0.111, 0.228, -0.367], [-0.221, -0.335, 0.000], [0.507, 0.131, -0.355], [0.142, -0.186, -0.024], [-0.303, 0.709, -1.592], [-2.097, -0.416, 1.413], [1.567, -0.506, -0.191], [0.180, -1.365, -1.626], [-0.017, 0.244, 1.231], [-0.243, 1.225, 0.559], [0.110, -0.072, 0.479], [0.647, -0.365, 0.052], [-0.132, 0.274, -0.009], [-0.250, 0.318, 0.147], [0.006, 0.281, -0.978], [-0.244, 0.321, -0.200], [-0.106, -0.807, -0.376], [0.517, 0.199, 0.301], [-0.257, 0.258, 0.412], [-0.210, 0.197, 0.200], [0.506, -0.433, 0.218], [-0.538, 0.258, 1.513], [0.000, -0.109, -1.957], [-0.036, -1.020, 0.401], [0.128, -0.123, -0.737], [-0.965, -1.090, -0.029], [1.259, 1.307, 1.253], [0.681, -0.187, -0.452], [-0.186, 0.327, -0.029], [-0.215, -0.294, -0.022], [0.507, 0.080, 0.374], [-0.458, 0.602, -0.107], [-0.835, -0.263, -0.133], [-0.326, 0.308, 0.067], [0.024, 0.081, -0.454], [0.172, 0.058, 0.209], [0.543, 0.107, -0.253], [0.293, -0.091, 0.487], [-0.203, 0.146, -0.473], [0.329, 0.763, -0.048], [0.010, 0.174, 0.776], [-0.661, 0.021, -0.515], [-1.034, 0.796, -0.566], [0.482, 0.683, 0.645], [-0.326, -1.470, -0.641], [-0.399, -0.341, -0.684], [0.422, -0.536, 0.359], [-0.130, 0.363, 0.812], [0.485, -0.072, 0.310], [0.570, 0.112, -0.090], [-0.271, 0.141, -0.208], [0.019, -0.526, -0.576], [0.058, -0.535, 0.549], [-0.040, 0.137, -0.650], [0.707, -0.724, 0.066], [0.610, 0.245, 0.349], [-0.272, 0.071, 0.281], [-0.219, 0.818, -0.460], [-0.029, 0.071, 0.530], [-0.073, -0.453, -0.370], [0.198, 0.408, -0.011], [-0.055, -0.302, 0.267]], "lowdin_charge": [-0.029, -0.511, -0.031, -0.129, -0.152, -0.170, -0.471, -0.007, -0.035, -0.102, -0.006, 0.086, 0.063, 0.072, 0.070, 0.079, 0.081, 0.096, 0.119, 0.091, 0.092, 0.117, 0.123, 0.069, 0.082, 0.069, 0.085, 0.087, 0.067, 0.097, 0.008, -0.471, -0.049, -0.152, -0.161, -0.129, -0.433, -0.057, -0.025, -0.120, -0.007, 0.053, 0.056, 0.077, 0.083, 0.076, 0.086, 0.117, 0.110, 0.091, 0.092, 0.103, 0.113, 0.076, 0.075, 0.080, 0.079, 0.076, 0.051, 0.105, -0.022, -0.484, -0.028, -0.150, -0.140, -0.107, -0.436, -0.025, -0.022, -0.127, -0.025, 0.074, 0.057, 0.089, 0.076, 0.080, 0.058, 0.115, 0.110, 0.103, 0.081, 0.111, 0.109, 0.080, 0.065, 0.068, 0.064, 0.071, 0.055, 0.095, -0.034, -0.450, -0.043, -0.111, -0.194, -0.130, -0.488, -0.013, -0.054, -0.129, -0.005, 0.072, 0.075, 0.075, 0.057, 0.089, 0.077, 0.101, 0.118, 0.099, 0.096, 0.113, 0.112, 0.050, 0.075, 0.073, 0.090, 0.075, 0.085, 0.109, -0.022, -0.491, -0.019, -0.176, -0.190, -0.097, -0.447, -0.017, -0.035, -0.142, -0.012, 0.077, 0.082, 0.091, 0.074, 0.053, 0.092, 0.114, 0.127, 0.108, 0.102, 0.122, 0.093, 0.069, 0.033, 0.083, 0.078, 0.080, 0.075, 0.108, -0.007, -0.477, -0.021, -0.131, -0.166, -0.134, -0.461, -0.009, -0.024, -0.077, -0.023, 0.064, 0.069, 0.068, 0.073, 0.072, 0.066, 0.110, 0.109, 0.088, 0.100, 0.112, 0.115, 0.075, 0.073, 0.044, 0.064, 0.069, 0.070, 0.049, -0.016, -0.467, -0.060, -0.126, -0.177, -0.164, -0.463, -0.012, -0.022, -0.128, -0.006, 0.080, 0.085, 0.066, 0.085, 0.073, 0.087, 0.097, 0.099, 0.102, 0.101, 0.093, 0.106, 0.068, 0.066, 0.081, 0.088, 0.080, 0.068, 0.108, -0.007, -0.446, -0.022, -0.165, -0.208, -0.152, -0.431, -0.055, 0.003, -0.118, -0.024, 0.081, 0.065, 0.047, 0.077, 0.083, 0.061, 0.106, 0.102, 0.087, 0.109, 0.115, 0.129, 0.085, 0.075, 0.093, 0.077, 0.044, 0.072, 0.103, -0.087, -0.220, -0.200, -0.392, -0.066, 0.030, 0.090, 0.076, 0.072, 0.126, 0.114, 0.136, 0.068, 0.063, 0.073, 0.067, 0.069, -0.123, -0.187, -0.177, -0.466, -0.063, 0.044, 0.089, 0.095, 0.071, 0.120, 0.101, 0.128, 0.086, 0.040, 0.078, 0.083, 0.065, -0.125, -0.192, -0.180, -0.193, -0.062, -0.174, -0.194, -0.192, -0.087, 0.081, 0.088, 0.070, 0.114, 0.103, 0.117, 0.104, 0.110, 0.107, 0.114, 0.101, 0.103, 0.066, 0.085, 0.090]}